Record 1
This record from the Open Molecules 2025 dataset describes a structure of composition C3HI2O3 at a distorted geometry. The level of theory is ωB97M-V/def2-TZVPD.

Its expectation value of S² is 2.009. For the HOMO-LUMO gap (spin up / spin down), the calculation gives 4.034 / 7.229 eV. As for the LUMO energy (spin up / spin down): 3.1 / 2.7 eV.

ORCA input file:
```
! RIJCOSX wB97M-V def2-TZVPD def2/J DEFGRID3
* xyz -1 3
C -2.38 -2.47 -2.21
C -1.91 1.35 -0.99
O -2.21 -1.78 -3.10
O -2.73 -3.18 -1.36
O -2.58 0.48 -0.72
I -0.18 -2.03 1.06
H 0.77 0.39 0.62
I 2.71 -0.76 -0.81
C 0.70 -0.37 -0.18
*
```

=====

Record 2
This record from the Open Molecules 2025 dataset describes the ion C3HN2O3S with charge -1 at a distorted geometry. The level of theory is ωB97M-V/def2-TZVPD.

For the HOMO-LUMO gap, the calculation gives 7.480 eV. As for the LUMO energy: 3.5 eV.

ORCA input file:
```
! RIJCOSX wB97M-V def2-TZVPD def2/J DEFGRID3
* xyz -1 1
O -0.40 -0.19 3.40
N -0.40 -0.48 2.24
O 0.84 2.27 0.27
H 0.10 1.27 -1.89
C -0.07 -1.17 1.33
O -0.41 -1.13 -2.61
N -0.03 0.67 -1.18
C 0.96 1.10 0.23
S -0.40 -1.79 -0.20
C -0.18 -0.54 -1.59
*
```

=====

Record 3
This record from the Open Molecules 2025 dataset describes an isolated molecule of C3HN3O at a distorted geometry. The level of theory is ωB97M-V/def2-TZVPD.

For the HOMO-LUMO gap, the calculation gives 9.135 eV. As for the LUMO energy: -0.5 eV.

ORCA input file:
```
! RIJCOSX wB97M-V def2-TZVPD def2/J DEFGRID3
* xyz 0 1
C 0.10 -0.02 0.21
N -0.38 -0.92 1.15
N 0.94 2.17 0.90
N 0.54 1.15 0.63
C -0.01 -0.22 -1.23
H -0.44 -1.21 -1.49
C -1.10 -1.54 1.86
O 0.35 0.60 -2.04
*
```

=====

Record 4
This record from the Open Molecules 2025 dataset describes a cluster of 2 separate species, C3HN3O2 in total at a distorted geometry. The level of theory is ωB97M-V/def2-TZVPD.

Its expectation value of S² is 2.008. For the HOMO-LUMO gap (spin up / spin down), the calculation gives 5.703 / 7.067 eV. As for the LUMO energy (spin up / spin down): 0.4 / -4.3 eV.

ORCA input file:
```
! RIJCOSX wB97M-V def2-TZVPD def2/J DEFGRID3
* xyz 0 3
C 0.05 -0.94 -1.23
C -2.77 0.99 -0.28
N 0.41 -1.09 -0.07
O -2.08 -2.26 0.92
N -3.04 1.72 -1.12
H 1.34 -1.11 0.35
O -0.51 -0.90 -2.22
N -2.54 0.04 0.55
C -2.23 -1.15 0.69
*
```

=====

Record 5
This record from the Open Molecules 2025 dataset describes a structure of composition C3HNO at a distorted geometry. The level of theory is ωB97M-V/def2-TZVPD.

For the HOMO-LUMO gap, the calculation gives 10.560 eV. As for the LUMO energy: 0.7 eV.

ORCA input file:
```
! RIJCOSX wB97M-V def2-TZVPD def2/J DEFGRID3
* xyz 0 1
N -1.27 -0.23 -0.23
C -0.27 0.00 0.64
H 1.49 0.24 1.94
C -0.68 -0.12 -1.27
C 0.80 0.22 1.15
O -0.06 -0.10 -2.23
*
```

=====

Record 6
This record from the Open Molecules 2025 dataset describes an isolated molecule of C3HNO at a distorted geometry. The level of theory is ωB97M-V/def2-TZVPD.

Its expectation value of S² is 2.012. For the HOMO-LUMO gap (spin up / spin down), the calculation gives 7.678 / 6.778 eV. As for the LUMO energy (spin up / spin down): 0.0 / -3.6 eV.

ORCA input file:
```
! RIJCOSX wB97M-V def2-TZVPD def2/J DEFGRID3
* xyz 0 3
C 0.26 0.63 -0.18
C 0.17 -0.82 -0.16
C 0.99 -1.75 -0.27
N -0.93 0.10 -0.03
O 0.97 1.54 -0.32
H -1.45 0.30 0.95
*
```

=====

Record 7
This record from the Open Molecules 2025 dataset describes an isolated molecule of C3HNO2S. The level of theory is ωB97M-V/def2-TZVPD.

For the HOMO-LUMO gap, the calculation gives 7.717 eV. As for the SMILES: O=C1OC=NC1=S. As for the LUMO energy: -1.9 eV.

ORCA input file:
```
! RIJCOSX wB97M-V def2-TZVPD def2/J DEFGRID3
* xyz 0 1
O 0.46 -1.23 0.00
C 1.08 -0.25 0.69
C -0.63 -0.60 -0.62
N 0.61 0.93 0.67
C -0.53 0.86 -0.15
O -1.41 -1.16 -1.30
H 1.96 -0.58 1.27
S -1.54 2.02 -0.57
*
```

=====

Record 8
This record from the Open Molecules 2025 dataset describes a cluster of 2 separate species, C3HNO3S in total at a distorted geometry. The level of theory is ωB97M-V/def2-TZVPD.

For the HOMO-LUMO gap, the calculation gives 5.267 eV. As for the LUMO energy: 6.3 eV.

ORCA input file:
```
! RIJCOSX wB97M-V def2-TZVPD def2/J DEFGRID3
* xyz -2 1
H -0.42 -0.18 0.74
C -1.06 -0.91 -1.05
N -0.43 0.09 -0.29
C 1.38 2.24 -2.49
O -1.32 -2.05 -0.54
C 0.43 1.27 -0.69
S -1.50 -0.41 -2.62
O 0.98 1.80 0.29
O 2.54 2.03 -2.56
*
```

=====

Record 9
This record from the Open Molecules 2025 dataset describes an isolated molecule of C3HNO5 at a distorted geometry. The level of theory is ωB97M-V/def2-TZVPD.

For the HOMO-LUMO gap, the calculation gives 9.186 eV. As for the SMILES: O=C1OC(=NO)OC1=O. As for the LUMO energy: -1.3 eV.

ORCA input file:
```
! RIJCOSX wB97M-V def2-TZVPD def2/J DEFGRID3
* xyz 0 1
C 0.13 -0.51 -0.36
O -1.65 1.99 1.21
C -0.93 1.22 0.53
O -0.99 -0.27 0.48
C 0.21 1.71 -0.43
N 0.79 -1.56 -0.26
O 0.52 2.83 -0.73
O 0.70 0.57 -0.94
H 1.11 -3.27 0.23
O 0.10 -2.72 0.27
*
```

=====

Record 10
This record from the Open Molecules 2025 dataset describes the ion C3HNOS3 with charge -2 at a distorted geometry. The level of theory is ωB97M-V/def2-TZVPD.

For the HOMO-LUMO gap, the calculation gives 5.917 eV. As for the SMILES: [H]/N=C(\C([O-])=S)C(=S)[S-]. As for the LUMO energy: 5.7 eV.

ORCA input file:
```
! RIJCOSX wB97M-V def2-TZVPD def2/J DEFGRID3
* xyz -2 1
C 0.61 -1.01 -0.20
O -0.05 -1.95 0.15
S -1.80 0.97 -1.65
C -1.34 0.53 -0.06
C 0.13 0.38 0.20
N 0.89 1.17 0.80
H 1.91 0.78 0.76
S -2.45 0.32 1.11
S 2.09 -1.20 -1.12
*
```

=====

Record 11
This record from the Open Molecules 2025 dataset describes a structure of composition C3HO2Sr at a distorted geometry. The level of theory is ωB97M-V/def2-TZVPD.

For the HOMO-LUMO gap, the calculation gives 5.188 eV. As for the LUMO energy: -6.3 eV.

ORCA input file:
```
! RIJCOSX wB97M-V def2-TZVPD def2/J DEFGRID3
* xyz 1 1
C -0.69 0.26 0.86
O -0.77 -0.70 -0.50
C 0.27 -0.41 -1.37
H 1.91 1.12 -1.01
Sr -2.21 -1.53 2.00
O 0.40 0.84 0.82
C 1.10 0.43 -0.80
*
```

=====

Record 12
This record from the Open Molecules 2025 dataset describes a cluster of 2 separate species, C3HO3 in total at a distorted geometry. The level of theory is ωB97M-V/def2-TZVPD.

For the HOMO-LUMO gap, the calculation gives 7.483 eV. As for the LUMO energy: 4.0 eV.

ORCA input file:
```
! RIJCOSX wB97M-V def2-TZVPD def2/J DEFGRID3
* xyz -1 1
C -1.35 0.57 1.22
C 0.72 -0.62 -0.60
C 1.61 -0.33 -1.40
H 2.25 -0.36 -2.27
O -2.03 -0.02 2.00
O -0.12 -0.88 0.29
O -1.08 1.63 0.76
*
```

=====

Energy above the lowest of the compared OMol25 structures with the same formula, charge and spin, record by record: 0.0, 467.4, 139.5, 51.1, 135.2, 393.1, 0.0, 155.7, 463.7, 66.2, 424.2, 95.2 kJ/mol